Entry 1:
{
  "formula": "C28H21IMgO2S2Sb",
  "method": "ωB97M-V/def2-TZVPD",
  "charge": -1,
  "gap_ev": [5.65, 6.06],
  "de_lowest_kj_mol": 0.00,
  "symbols": ["Mg", "I", "C", "C", "C", "C", "C", "C", "C", "C", "C", "C", "H", "H", "H", "H", "H", "H", "S", "Sb", "C", "C", "C", "C", "C", "C", "C", "C", "C", "C", "C", "C", "C", "C", "C", "C", "C", "C", "H", "H", "H", "H", "H", "H", "H", "H", "H", "H", "H", "H", "H", "H", "H", "S", "O", "O"],
  "positions_angstrom": [[0.4209, -0.9431, -1.7108], [3.1577, -1.2505, -3.7608], [3.2098, -3.0594, -2.6440], [4.4430, -3.6544, -2.4974], [4.5587, -4.8953, -1.8538], [3.4599, -5.6028, -1.4783], [2.1507, -5.0691, -1.6438], [0.9911, -5.8029, -1.2958], [-0.2602, -5.2113, -1.5238], [-0.3641, -3.8674, -1.9427], [0.7582, -3.1245, -2.1688], [2.0311, -3.7227, -2.1402], [5.3233, -3.1603, -2.8203], [5.5445, -5.3216, -1.6924], [3.5712, -6.6091, -1.0649], [1.0544, -6.8327, -0.9672], [-1.1889, -5.7513, -1.3729], [-1.3673, -3.4450, -2.0316], [-0.6426, 1.4838, -2.7611], [-0.3559, 1.3426, -0.0517], [-0.1740, 0.4028, 1.9562], [-0.2306, -0.9895, 2.1475], [-0.2141, -1.5146, 3.4153], [-0.0539, -0.6790, 4.5052], [-0.0175, 0.6755, 4.3170], [-0.0749, 1.2378, 3.0437], [0.3171, 3.4072, -0.3677], [1.1792, 3.8176, 0.6112], [1.5179, 5.1748, 0.7208], [1.1265, 6.0579, -0.2572], [0.3865, 5.6130, -1.3463], [-0.0830, 4.2918, -1.3501], [-2.4812, 1.8107, 0.2405], [-2.9221, 3.1079, 0.4067], [-4.2509, 3.3270, 0.7845], [-5.1342, 2.2753, 0.9123], [-4.6883, 0.9657, 0.6369], [-3.3726, 0.7492, 0.2914], [-0.2782, -1.7510, 1.3771], [-0.3044, -2.6060, 3.5082], [0.0558, -1.0749, 5.5095], [0.0203, 1.3310, 5.1724], [-0.1344, 2.3183, 2.9708], [1.6144, 3.1366, 1.3502], [2.1068, 5.5008, 1.5645], [1.4050, 7.0872, -0.1690], [0.0926, 6.3050, -2.1409], [-0.8184, 3.9736, -2.0919], [-2.2568, 3.9527, 0.3334], [-4.5564, 4.3477, 0.9688], [-6.1708, 2.4681, 1.2185], [-5.3880, 0.1328, 0.7172], [-3.0360, -0.2589, 0.0816], [1.9904, 0.7196, -0.4781], [-0.7745, -0.7185, -0.0982], [-0.8929, -0.0980, -3.0399]]
}

---

Entry 2:
{
  "formula": "C28H21LuN5O4",
  "method": "ωB97M-V/def2-TZVPD",
  "charge": 1,
  "gap_ev": 6.94,
  "de_lowest_kj_mol": 31.65,
  "symbols": ["Lu", "O", "C", "C", "C", "C", "C", "C", "C", "N", "C", "C", "N", "C", "C", "C", "C", "C", "C", "C", "O", "H", "H", "H", "H", "H", "H", "H", "H", "H", "H", "H", "H", "H", "H", "O", "N", "O", "C", "C", "C", "C", "C", "C", "N", "C", "C", "N", "C", "C", "C", "C", "H", "H", "H", "H", "H", "H", "H"],
  "positions_angstrom": [[0.2158, -0.1343, 0.1523], [2.1232, -0.3966, -0.0862], [2.4655, -1.3552, -0.8909], [3.4717, -2.2684, -0.4920], [3.8448, -3.3275, -1.2823], [3.2651, -3.5178, -2.5368], [2.3448, -2.6086, -2.9993], [1.9165, -1.5277, -2.2121], [1.0897, -0.4998, -2.7874], [0.3475, 0.2489, -2.0575], [-0.1794, 1.5099, -2.5352], [0.2905, 2.5840, -1.5278], [0.0748, 2.1127, -0.1610], [0.4122, 2.9019, 0.8093], [0.2667, 2.6246, 2.2028], [0.4943, 3.6875, 3.1056], [0.2946, 3.5512, 4.4537], [-0.1648, 2.3325, 4.9603], [-0.3555, 1.2621, 4.1254], [-0.1064, 1.3427, 2.7353], [-0.2188, 0.2661, 2.0192], [3.9306, -2.0970, 0.4712], [4.6013, -4.0102, -0.9300], [3.5637, -4.3530, -3.1484], [1.9223, -2.7224, -3.9867], [1.1822, -0.3325, -3.8686], [-1.2768, 1.4646, -2.5465], [0.1771, 1.7606, -3.5446], [-0.2545, 3.5187, -1.7032], [1.3618, 2.7683, -1.6873], [0.7918, 3.9044, 0.5744], [0.8291, 4.6354, 2.7087], [0.4850, 4.3751, 5.1227], [-0.3642, 2.2304, 6.0167], [-0.6832, 0.3074, 4.5108], [-3.4503, -6.5956, -0.6185], [-4.1479, -5.7317, -0.1454], [-5.2851, -5.8665, 0.2293], [-3.5850, -4.3887, -0.0386], [-4.4698, -3.3575, -0.0329], [-4.0218, -2.0105, -0.0098], [-4.9068, -0.9188, 0.0074], [-4.3905, 0.3554, 0.0167], [-3.0034, 0.5261, -0.0292], [-2.1488, -0.4807, -0.0591], [-2.6346, -1.7378, -0.0141], [-1.6973, -2.8327, 0.0597], [-0.3856, -2.5276, 0.1772], [0.4800, -3.5189, 0.3058], [0.1122, -4.8651, 0.2810], [-1.2139, -5.1975, 0.1491], [-2.1692, -4.1698, 0.0408], [-5.5300, -3.5702, -0.0642], [-5.9717, -1.0950, 0.0178], [-5.0360, 1.2177, 0.0520], [-2.5610, 1.5181, -0.0330], [1.5202, -3.2391, 0.4277], [0.8645, -5.6314, 0.3708], [-1.5125, -6.2330, 0.1265]]
}

---

Entry 3:
{
  "formula": "C28H22BCl3N9O4PSiW",
  "method": "ωB97M-V/def2-TZVPD",
  "gap_ev": 7.06,
  "de_lowest_kj_mol": 0.00,
  "symbols": ["W", "O", "C", "C", "C", "C", "C", "C", "C", "P", "C", "C", "C", "C", "C", "C", "C", "C", "C", "C", "C", "C", "H", "H", "H", "H", "H", "H", "H", "H", "H", "H", "H", "H", "H", "H", "N", "C", "N", "N", "N", "N", "C", "N", "N", "N", "N", "H", "Cl", "Si", "Cl", "Cl", "C", "O", "H", "H", "H", "O", "B", "O", "C", "C", "C", "C", "C", "C", "H", "H", "H", "H"],
  "positions_angstrom": [[-0.3697, 0.0891, -0.2579], [-1.7837, -0.0296, 1.4960], [-0.6554, -0.4131, 1.7311], [-0.0206, -0.9421, 2.9120], [-0.7575, -1.2256, 4.0580], [-0.0869, -1.6637, 5.1830], [1.2989, -1.7947, 5.1521], [2.0252, -1.5070, 4.0028], [1.3677, -1.0922, 2.8554], [2.1972, -0.6180, 1.2732], [2.6906, -2.2516, 0.6029], [2.2755, -3.4762, 1.1181], [2.6590, -4.6666, 0.5069], [3.4620, -4.6431, -0.6240], [3.8775, -3.4231, -1.1486], [3.4905, -2.2380, -0.5422], [3.8337, -0.0171, 1.8826], [4.0457, 1.3370, 2.1531], [5.2747, 1.7801, 2.6219], [6.3152, 0.8846, 2.8215], [6.1203, -0.4608, 2.5454], [4.8919, -0.9078, 2.0766], [-1.8319, -1.0888, 4.0560], [-0.6352, -1.8881, 6.0881], [1.8215, -2.1190, 6.0435], [3.1038, -1.5986, 4.0070], [1.6488, -3.5149, 2.0005], [2.3324, -5.6133, 0.9212], [3.7665, -5.5698, -1.0939], [4.4976, -3.3928, -2.0364], [3.8185, -1.2905, -0.9600], [3.2553, 2.0512, 2.0012], [5.4161, 2.8340, 2.8264], [7.2750, 1.2329, 3.1830], [6.9264, -1.1699, 2.6888], [4.7688, -1.9627, 1.8632], [-1.4517, 3.6306, 0.2283], [-0.4964, 3.1209, 1.0529], [-0.0552, 3.7426, 2.1189], [0.8460, 2.8910, 2.6499], [0.9322, 1.8250, 1.9549], [0.0924, 1.9286, 0.8727], [-1.8804, 2.9298, -0.8527], [-2.6355, 3.4075, -1.8087], [-2.7891, 2.3752, -2.6722], [-2.1746, 1.3397, -2.2529], [-1.5655, 1.6512, -1.0568], [-1.7560, 4.5811, 0.3542], [0.7356, 2.7070, -2.9851], [1.2853, 0.9577, -2.0593], [1.7181, -0.3695, -3.5732], [3.1565, 1.4598, -1.2654], [0.1477, -2.8571, -1.3868], [0.1090, -1.6430, -0.6281], [1.1866, -3.0726, -1.6146], [-0.4294, -2.7430, -2.2951], [-0.2628, -3.6549, -0.7729], [-2.2093, -1.4379, -2.4467], [-2.1510, -0.8406, -1.1904], [-3.2949, -1.1354, -0.4555], [-4.0925, -1.8764, -1.3056], [-5.3422, -2.3924, -1.0703], [-5.9216, -3.1168, -2.1137], [-5.2576, -3.3015, -3.3229], [-3.9864, -2.7681, -3.5435], [-3.4349, -2.0572, -2.5056], [-5.8475, -2.2392, -0.1257], [-6.9099, -3.5369, -1.9805], [-5.7363, -3.8686, -4.1111], [-3.4636, -2.8987, -4.4818]]
}

---

Q: Number 3 is which compound?
A: C28H22BCl3N9O4PSiW